(1)
Below is C21H38AsN3O5SW as an isolated structure, with properties calculated with wB97M-V/def2-TZVPD.

## Properties
- Relative energy (zero: lowest compared OMol25 entry of this formula, charge and spin): 0.00 kcal/mol
- E_LUMO (alpha / beta): -6.0 / -7.1 eV
- HOMO (alpha / beta): -13.249 / -13.489 eV
- E_tot: -4064.03488 a.u.
- <S²>: 2.036

```
! RIJCOSX wB97M-V def2-TZVPD def2/J DEFGRID3
* xyz 2 3
W -0.1204 0.5132 -0.8346
C -1.5080 2.8045 2.6754
N -2.4553 1.7199 2.3662
C -3.6432 1.6931 3.2306
C -2.1604 0.7861 1.5049
O -1.0267 0.7898 0.9224
C -3.1275 -0.3500 1.1901
O -2.7450 -1.0086 0.0158
C -3.5503 -0.8354 -1.1216
C -2.9947 0.2165 -2.0729
O -2.0081 0.9199 -1.7171
N -3.5796 0.3815 -3.2336
C -3.0674 1.3339 -4.2259
C -4.7455 -0.4156 -3.6422
H -2.0615 3.7405 2.6650
H -1.0937 2.6396 3.6698
H -0.7172 2.8332 1.9344
H -4.0318 2.7049 3.3075
H -4.4200 1.0478 2.8344
H -3.3499 1.3418 4.2195
H -3.0757 -1.0605 2.0211
H -4.1490 0.0320 1.1376
H -3.6076 -1.7952 -1.6380
H -4.5742 -0.5510 -0.8543
H -2.1647 1.8021 -3.8514
H -2.8524 0.7921 -5.1455
H -3.8282 2.0883 -4.4185
H -4.4499 -1.4383 -3.8758
H -5.5141 -0.4112 -2.8724
H -5.1619 0.0396 -4.5352
C 0.0294 -3.5552 -1.1694
C 0.1923 -2.4280 -2.1707
C -0.7440 -2.5890 -3.3566
C 1.6312 -2.2474 -2.6171
O -0.2433 -1.2071 -1.4902
H 0.4160 -4.4797 -1.6008
H -1.0178 -3.7098 -0.9110
H 0.5889 -3.3513 -0.2577
H -0.4905 -3.4900 -3.9161
H -0.6656 -1.7381 -4.0350
H -1.7756 -2.6882 -3.0146
H 1.8870 -3.0262 -3.3360
H 2.3255 -2.3391 -1.7809
H 1.7770 -1.2828 -3.1035
C 3.6966 0.4557 -0.5562
As 2.0858 0.0681 0.4140
C 2.4181 -1.6721 1.1576
C 2.1414 1.2562 1.9660
C 3.3997 1.1299 2.7708
C 3.4693 0.2485 3.8469
C 4.6415 0.1159 4.5768
C 5.7585 0.8664 4.2387
C 5.6964 1.7559 3.1753
C 4.5237 1.8867 2.4466
H 4.5239 0.3654 0.1479
H 3.6769 1.4639 -0.9654
H 3.8130 -0.2622 -1.3664
H 3.2513 -1.5573 1.8521
H 2.6910 -2.3717 0.3716
H 1.5482 -2.0488 1.6919
H 1.2570 1.0074 2.5560
H 2.0035 2.2626 1.5665
H 2.5968 -0.3332 4.1253
H 4.6808 -0.5674 5.4143
H 6.6715 0.7671 4.8094
H 6.5589 2.3558 2.9182
H 4.4788 2.5999 1.6307
O 0.7449 1.0680 -2.6992
S 1.0619 2.4940 -2.2031
N 0.4836 2.4229 -0.7823
*
```

=====

(2)
Below is C21H38AsN8O4Ta as an isolated structure in a non-equilibrium geometry, with properties calculated with wB97M-V/def2-TZVPD.

## Properties
- Relative energy (zero: lowest compared OMol25 entry of this formula, charge and spin): 0.00 kcal/mol
- E_LUMO: -13.3 eV
- HOMO: -20.595 eV
- E_tot: -3853.43010 a.u.

```
! RIJCOSX wB97M-V def2-TZVPD def2/J DEFGRID3
* xyz 4 1
Ta -0.1230 -0.0475 -0.5956
C 1.7781 1.4015 3.7298
N 2.3088 1.8413 2.4205
C 3.3523 2.9359 2.3691
C 3.6736 3.0840 0.8584
N 2.8238 2.0180 0.2608
C 2.7535 1.7775 -1.1871
C 2.0948 1.3835 1.1833
N 1.1908 0.3684 0.8676
C 1.1844 -0.9702 1.6378
C -0.2883 -1.4269 1.8270
N -1.0702 -1.3392 0.5481
C -2.2456 -2.1295 0.4327
N -2.4971 -2.6801 -0.7301
C -1.6836 -2.7367 -1.9125
C -3.6446 -3.6335 -0.5742
C -4.0803 -3.4218 0.8579
N -3.0594 -2.4855 1.3916
C -3.2688 -1.8978 2.7249
H 2.1676 2.1405 4.4262
H 2.1439 0.4034 3.9769
H 0.6990 1.3997 3.7863
H 4.1912 2.5881 2.9868
H 2.9296 3.8891 2.7691
H 4.7153 2.9260 0.5553
H 3.3162 4.0390 0.5233
H 3.6608 2.1141 -1.6967
H 1.9372 2.3551 -1.5956
H 2.7397 0.7049 -1.4607
H 1.6753 -0.9033 2.5936
H 1.7041 -1.7422 1.0738
H -0.7365 -0.8500 2.6166
H -0.2497 -2.4832 2.1827
H -0.6334 -2.6327 -1.6620
H -1.9607 -1.9892 -2.6335
H -1.7373 -3.7432 -2.3810
H -3.2181 -4.6340 -0.7206
H -4.3644 -3.3438 -1.3217
H -4.0495 -4.3947 1.3391
H -5.0405 -2.9337 0.9994
H -4.2289 -2.1708 3.1429
H -3.2493 -0.8046 2.7224
H -2.5669 -2.2685 3.4637
C -1.4573 2.4177 2.0588
C -1.6175 2.6818 0.6130
N -1.1646 1.8980 -0.3625
C -1.6249 2.4233 -1.5606
C -2.3648 3.5135 -1.3138
N -2.3498 3.6416 0.0512
C -3.0650 4.5439 -2.1329
O -3.1636 4.3172 -3.4030
O -3.4905 5.4990 -1.5684
C -1.2542 1.6571 -2.7476
O -1.4565 1.8573 -3.8847
O -0.6125 0.5094 -2.3317
H -0.9780 1.4441 2.2293
H -2.4106 2.4451 2.5576
H -0.8749 3.2232 2.4762
H -2.7557 4.4573 0.5500
H -2.8584 3.5221 -3.8223
C 1.3410 -3.4153 -2.6057
As 1.9596 -1.7033 -1.8543
C 2.9844 -1.0013 -3.3316
C 3.4593 -2.2958 -0.7173
H 2.2385 -3.7697 -3.1046
H 0.5160 -3.3470 -3.3399
H 1.0925 -4.1123 -1.7884
H 3.4029 -1.9190 -3.7621
H 3.8201 -0.3500 -3.0308
H 2.3755 -0.5293 -4.1126
H 4.1663 -2.7663 -1.4026
H 3.0835 -3.0225 0.0291
H 4.0156 -1.5272 -0.1843
*
```

=====

(3)
Below is C21H38AuN7O4P as an isolated structure in a non-equilibrium geometry, with properties calculated with wB97M-V/def2-TZVPD.

## Properties
- Relative energy (zero: lowest compared OMol25 entry of this formula, charge and spin): 339.88 kcal/mol
- E_LUMO: -2.9 eV
- HOMO: -8.319 eV
- E_tot: -1983.20347 a.u.

```
! RIJCOSX wB97M-V def2-TZVPD def2/J DEFGRID3
* xyz 1 1
Au 0.0000 0.0000 0.0000
O -0.2407 -1.0697 1.2056
C -0.7648 -2.5232 -2.2418
N -0.2099 -3.6466 -1.4134
C 0.5549 -4.6313 -2.2475
C 0.5423 -3.1752 -0.1844
C 1.7743 -2.3577 -0.4403
C 3.0340 -2.9510 -0.6027
C 4.1562 -2.1596 -0.8561
C 4.0309 -0.7738 -0.9444
C 2.7848 -0.1754 -0.7753
C 1.6666 -0.9645 -0.5230
H -1.4464 -2.9578 -2.9783
H 0.0571 -2.0065 -2.7436
H -1.3163 -1.8489 -1.5816
H -1.0233 -4.1550 -1.0463
H 1.3838 -4.1179 -2.7409
H -0.1328 -5.0461 -2.9897
H 0.9152 -5.4288 -1.5926
H 0.7902 -4.0737 0.3942
H -0.1767 -2.6082 0.4200
H 3.1654 -4.0284 -0.5237
H 5.1355 -2.6197 -0.9769
H 4.9087 -0.1592 -1.1354
H 2.6856 0.9059 -0.8315
C 1.9852 3.6315 -1.1267
C 1.1863 2.3019 -1.1936
N 1.0065 1.6619 0.1425
C 0.3085 2.6436 1.0233
C 1.0770 3.9852 1.1648
N 2.3595 3.8959 0.3339
C 3.2016 2.7256 0.8483
C 2.3636 1.4253 0.7163
H 1.3919 4.4868 -1.4646
H 2.9208 3.5796 -1.6922
H 1.6939 1.6026 -1.8696
H 0.2043 2.4864 -1.6467
H 0.1562 2.2017 2.0159
H -0.6979 2.8368 0.6314
H 1.3786 4.1810 2.1985
H 0.5029 4.8324 0.7767
H 2.8900 4.7718 0.4090
H 3.4566 2.9483 1.8891
H 4.1108 2.6941 0.2399
H 2.2676 0.9492 1.7001
H 2.9041 0.7022 0.0927
C -4.8498 0.4609 1.0153
N -3.8726 -0.6064 0.9114
C -3.3815 -0.9765 2.2255
N -2.8002 0.1774 2.8855
C -3.7750 1.2465 2.9937
N -4.2653 1.6116 1.6780
C -3.2750 2.2938 0.8690
P -1.9327 1.1186 0.6066
C -2.8124 -0.3194 -0.0340
C -1.5489 0.6042 2.2917
H -5.7268 0.1114 1.5772
H -5.2501 0.7310 0.0287
H -2.6611 -1.8033 2.1625
H -4.2041 -1.3791 2.8322
H -3.3550 2.1162 3.5170
H -4.6122 0.9261 3.6289
H -2.9228 3.2009 1.3730
H -3.7121 2.6239 -0.0800
H -2.1467 -1.1831 -0.1420
H -3.2251 -0.1274 -1.0308
H -1.1055 1.4219 2.8709
H -0.8164 -0.2107 2.3067
O -2.2862 -0.1747 -3.1232
N -1.0688 -0.2753 -2.8981
O -0.2795 -0.4860 -3.8338
O -0.6407 -0.1650 -1.7372
*
```

=====

(4)
Below is a 5-piece molecular cluster, C21H38BN2O17 overall in a non-equilibrium geometry, with properties calculated with wB97M-V/def2-TZVPD.

## Properties
- E_LUMO: -4.5 eV
- HOMO: -12.479 eV
- E_tot: -2236.33214 a.u.

```
! RIJCOSX wB97M-V def2-TZVPD def2/J DEFGRID3
* xyz 1 1
C 5.2042 0.6533 2.9636
C 4.5653 1.0178 1.6270
C 3.2984 1.8218 1.7365
O 2.4073 1.3261 2.7747
C 1.4297 0.4977 2.3561
C 1.6749 -0.8626 2.2914
N 0.7131 -1.7458 1.9164
B 1.0701 -3.2515 1.8857
N 1.1889 -3.8681 0.6219
O 1.1746 -3.8716 3.0933
C -0.5162 -1.3184 1.5921
O -1.4231 -2.2467 1.2465
C -0.8325 0.0301 1.6940
C 0.1363 0.9444 2.0673
C -0.2709 2.3700 2.1301
O -1.4069 2.6490 2.2361
O 0.6753 3.3189 2.0104
H 5.7937 1.4747 3.3425
H 4.4478 0.4204 3.7018
H 5.8310 -0.2156 2.8517
H 5.2591 1.6005 1.0366
H 4.3883 0.1148 1.0520
H 3.4839 2.8592 1.9694
H 2.7748 1.8039 0.7885
H 2.6371 -1.2448 2.5675
H 1.9376 -3.4540 0.0727
H 1.3873 -4.8576 0.7171
H 1.9931 -3.6448 3.5498
H -1.3654 -2.4737 0.3050
H -1.8238 0.3670 1.4621
H 0.7693 3.7352 2.8784
C -3.4704 2.9689 4.6016
O -4.2876 3.9875 5.1758
C -3.6040 5.0724 5.5383
O -2.4143 5.2221 5.4147
O -4.4537 5.9503 6.0544
C -3.8545 7.1748 6.4909
H -4.1303 2.1426 4.3518
H -2.9850 3.3303 3.7018
H -2.7243 2.6307 5.3205
H -3.3811 7.6876 5.6568
H -3.1242 6.9853 7.2742
H -4.6651 7.7803 6.8827
C -1.2534 -0.5090 -3.9332
O -0.4739 0.6825 -3.7752
C -0.4452 1.1688 -2.5459
O -0.9763 0.6879 -1.5724
O 0.3134 2.2637 -2.5475
C 0.3955 2.8959 -1.2738
H -1.1728 -0.7825 -4.9808
H -0.8580 -1.3068 -3.3119
H -2.2939 -0.3212 -3.6818
H 0.8151 2.2058 -0.5414
H -0.5836 3.2379 -0.9443
H 1.0573 3.7502 -1.3753
C -1.5111 -3.8108 -1.7209
O -2.5914 -2.8995 -1.5085
C -3.7789 -3.3485 -1.9495
O -3.9607 -4.4091 -2.4769
O -4.6864 -2.4134 -1.7042
C -6.0153 -2.7542 -2.1282
H -0.6286 -3.3200 -1.3161
H -1.6850 -4.7418 -1.1844
H -1.3591 -4.0146 -2.7785
H -6.3635 -3.6440 -1.6099
H -6.0424 -2.9147 -3.2031
H -6.6387 -1.9061 -1.8654
C 2.2663 -0.4376 -5.1593
O 3.0104 -1.6467 -4.9802
C 3.1052 -2.3938 -6.0832
O 2.6219 -2.1297 -7.1500
O 3.8156 -3.4799 -5.7893
C 3.9995 -4.3757 -6.8925
H 2.2609 0.0635 -4.1962
H 2.7387 0.2044 -5.8991
H 1.2453 -0.6566 -5.4588
H 4.5358 -3.8827 -7.6996
H 3.0406 -4.7404 -7.2534
H 4.5887 -5.2034 -6.5109
*
```